# 1
A 4-piece molecular cluster, C9H22Br6NOP overall, computed with wB97M-V/def2-TZVPD.

Positions of all 40 atoms, in Å:
Br -4.61915 0.67266 -1.49632
C -4.48688 1.85064 0.04516
C -3.40254 2.88136 -0.12365
Br -1.63024 2.11174 0.08306
H -4.31424 1.21498 0.90688
H -5.45779 2.33260 0.13390
H -3.48468 3.64410 0.64748
H -3.42682 3.34831 -1.10269
Br 2.42489 -0.32780 -3.68714
C 2.34408 -1.28659 -1.99741
C 1.42751 -0.61199 -1.01384
Br 2.22079 1.00283 -0.27008
H 3.36288 -1.35683 -1.63128
H 1.97484 -2.28031 -2.23946
H 1.23923 -1.26769 -0.16571
H 0.48422 -0.31275 -1.45999
Br 4.75116 -2.05738 -8.48320
C 4.61405 -1.18235 -6.75179
C 5.55815 -1.77718 -5.74216
Br 4.94319 -3.50955 -5.11047
H 3.57847 -1.26776 -6.43982
H 4.85890 -0.13744 -6.92744
H 5.60901 -1.14303 -4.85996
H 6.55415 -1.92799 -6.14503
C -3.78552 0.41246 3.51786
C -3.09775 -0.04670 4.80077
C -1.71910 -0.64732 4.55659
O -0.98014 0.14426 3.62557
P 0.37616 0.95791 4.06107
N 1.45348 0.09191 3.00748
H -3.74274 -0.35433 2.74299
H -4.83939 0.62475 3.71754
H -3.33312 1.32849 3.13878
H -3.70849 -0.81868 5.27857
H -3.02487 0.78602 5.50289
H -1.17943 -0.73225 5.50413
H -1.81079 -1.65679 4.14810
H 0.74090 0.22264 5.23297
H 1.05228 0.16804 2.07631
H 2.32922 0.60502 2.94841

HOMO-LUMO gap ... 0.32151 hartree
SMILES ... BrCCBr.BrCCBr.BrCCBr.CCCOPN
LUMO ... 0.5 eV
Total energy ... -442771.518 eV

Taken from the natural (NBO) analysis, the atomic charges in e are:
1 Br -0.01
2 C -0.45
3 C -0.45
4 Br -0.01
5 H 0.23
6 H 0.23
7 H 0.23
8 H 0.23
9 Br -0.02
10 C -0.44
11 C -0.45
12 Br -0.02
13 H 0.23
14 H 0.24
15 H 0.23
16 H 0.24
17 Br -0.01
18 C -0.45
19 C -0.45
20 Br -0.02
21 H 0.24
22 H 0.23
23 H 0.23
24 H 0.23
25 C -0.61
26 C -0.42
27 C -0.05
28 O -0.82
29 P 1.04
30 N -1.15
31 H 0.21
32 H 0.21
33 H 0.21
34 H 0.20
35 H 0.20
36 H 0.18
37 H 0.18
38 H -0.13
39 H 0.38
40 H 0.37

***

# 2
C9H22Cl10N4O8 as an isolated structure at a distorted geometry, computed with wB97M-V/def2-TZVPD.

Positions of all 53 atoms, in Å:
C -0.91625 -2.99379 -3.53171
N -0.60232 -2.78375 -2.03705
O -0.59977 -1.60612 -1.64715
O -0.43655 -3.74715 -1.27559
H 0.06919 -2.98779 -3.99753
H -1.58476 -2.19931 -3.86338
H -1.38609 -3.97262 -3.62776
C -0.28594 -1.14076 2.87639
N -1.65910 -0.82691 3.33001
O -2.41149 -1.75200 3.67654
O -1.96868 0.38788 3.36990
H 0.30102 -1.85672 3.45168
H 0.23257 -0.19242 2.73528
H -0.43787 -1.59217 1.89595
C -0.83712 2.20483 2.12718
N -0.37175 3.62408 1.92690
O -0.96659 4.30588 1.08915
O 0.61599 4.08388 2.47747
H -1.89104 2.25725 1.85405
H -0.76426 1.85887 3.15825
H -0.28274 1.57596 1.43055
C -0.01759 -0.57112 -0.20057
N -0.69724 0.62503 0.28488
O -0.65527 1.62298 -0.40422
O -1.20102 0.57527 1.40585
H -0.13715 -0.61428 -1.28313
H -0.46555 -1.43770 0.28572
H 1.01940 -0.46481 0.11796
C 2.47681 0.67259 -0.87682
Cl 3.27766 2.20436 -1.30574
Cl 2.10981 -0.14867 -2.45505
H 3.23390 0.05804 -0.38972
H 1.59018 0.81047 -0.25798
C -0.14824 3.19765 -2.07095
Cl 0.90560 2.20519 -3.07166
Cl -1.73888 3.56933 -2.78703
H -0.29167 2.72823 -1.09772
H 0.34145 4.15577 -1.89685
C -0.19716 -3.28838 0.92908
Cl -1.78320 -2.45120 0.86844
Cl 1.08356 -2.31719 0.10641
H 0.08932 -3.42465 1.97189
H -0.25652 -4.27828 0.47667
C 2.47704 0.73696 2.41264
Cl 1.15314 -0.15913 1.60602
Cl 3.49742 1.56215 1.22532
H 2.02909 1.47300 3.08025
H 3.00569 -0.01206 3.00220
C -0.75670 0.15259 -2.97726
Cl -2.27730 -0.24998 -2.07247
Cl -0.63324 -1.00211 -4.34311
H -0.90869 1.13036 -3.43438
H 0.05884 0.29230 -2.26769

HOMO-LUMO gap ... 0.28195 hartree
Energy above the lowest of the compared OMol25 structures with the same formula, charge and spin ... 783.33 kcal per mole
LUMO ... -1.3 eV
Total energy ... -157209.802 eV

Taken from the natural (NBO) analysis, the atomic charges in e are:
1 C -0.50
2 N 0.57
3 O -0.51
4 O -0.39
5 H 0.23
6 H 0.24
7 H 0.21
8 C -0.55
9 N 0.51
10 O -0.37
11 O -0.38
12 H 0.23
13 H 0.21
14 H 0.25
15 C -0.49
16 N 0.52
17 O -0.42
18 O -0.42
19 H 0.24
20 H 0.25
21 H 0.25
22 C -0.71
23 N 0.49
24 O -0.43
25 O -0.40
26 H 0.36
27 H 0.28
28 H 0.25
29 C -0.42
30 Cl 0.00
31 Cl -0.04
32 H 0.24
33 H 0.23
34 C -0.41
35 Cl -0.02
36 Cl -0.05
37 H 0.27
38 H 0.23
39 C -0.40
40 Cl 0.08
41 Cl 0.05
42 H 0.22
43 H 0.27
44 C -0.41
45 Cl 0.09
46 Cl 0.03
47 H 0.24
48 H 0.22
49 C -0.43
50 Cl -0.03
51 Cl 0.02
52 H 0.25
53 H 0.26

***

# 3
C9H22Cl2O3P2Sc as an isolated structure at a distorted geometry, computed with wB97M-V/def2-TZVPD.

Positions of all 39 atoms, in Å:
Sc -0.00356 0.12806 -0.05254
H -1.22883 -0.73891 1.27398
H -1.48094 -0.03564 1.31225
P -0.09277 -2.41209 -0.42229
P -0.11338 2.57548 -0.50525
C 1.42478 3.40413 -0.06937
H 1.34789 4.47208 -0.31546
H 1.60898 3.27023 1.00465
H 2.25978 2.94474 -0.61338
C -0.41721 2.85115 -2.25766
H -1.35850 2.36519 -2.55028
H -0.47170 3.93110 -2.43185
H 0.39399 2.39540 -2.83939
C -1.43803 3.36215 0.42945
H -1.25006 3.26022 1.50686
H -1.48857 4.42444 0.15609
H -2.39312 2.87034 0.19866
C -0.22449 -2.79334 -2.20406
H -0.30079 -3.87270 -2.39252
H -1.10868 -2.29314 -2.62104
H 0.65315 -2.38950 -2.72203
C 1.34022 -3.39455 0.12374
H 1.44554 -3.30104 1.21029
H 1.23531 -4.45408 -0.14498
H 2.24830 -2.99055 -0.33588
C -1.52431 -3.28470 0.29539
H -2.45058 -2.80230 -0.04015
H -1.55157 -4.34339 0.00381
H -1.48713 -3.20760 1.38845
C 1.96307 -0.00432 0.89181
O 2.97573 -0.05012 1.46704
H 0.93170 0.03567 -1.62605
Cl 2.11991 1.61379 5.17884
C 0.63362 1.95936 4.25308
Cl 0.56572 3.63848 3.66880
C 0.54814 0.88786 3.09633
O 0.23047 -0.24186 3.50321
O 0.71717 1.21412 1.86122
H -0.21136 1.85494 4.94576

HOMO-LUMO gap ... 0.31314 hartree
Energy above the lowest of the compared OMol25 structures with the same formula, charge and spin ... 0.00 kcal per mole
LUMO ... -4.3 eV
Total charge ... +1
Total energy ... -80148.332 eV

Taken from the natural (NBO) analysis, the atomic charges in e are:
1 Sc 1.35
2 H 0.04
3 H 0.02
4 P 0.80
5 P 0.84
6 C -0.94
7 H 0.25
8 H 0.28
9 H 0.26
10 C -0.94
11 H 0.25
12 H 0.25
13 H 0.27
14 C -0.95
15 H 0.27
16 H 0.26
17 H 0.24
18 C -0.92
19 H 0.25
20 H 0.25
21 H 0.27
22 C -0.93
23 H 0.26
24 H 0.26
25 H 0.26
26 C -0.94
27 H 0.24
28 H 0.26
29 H 0.25
30 C 0.49
31 O -0.40
32 H -0.45
33 Cl 0.03
34 C -0.31
35 Cl -0.01
36 C 0.77
37 O -0.62
38 O -0.80
39 H 0.25

***

# 4
A 3-piece molecular cluster, C9H22FIN3O4S overall, computed with wB97M-V/def2-TZVPD.

Positions of all 41 atoms, in Å:
O 4.23544 -2.08400 0.31672
S 4.43479 -0.86154 0.97403
O 5.36071 -0.58159 1.99403
F 4.49701 0.26383 -0.07913
N 2.87139 -0.31068 1.61548
C 1.76098 -0.01345 0.61436
C 0.40425 -0.06124 1.28695
C -0.27753 -1.42168 1.45439
I 1.01763 -3.09759 1.47197
H 2.55066 -1.02475 2.28999
H 3.09033 0.54534 2.13780
H 1.93957 1.00409 0.27104
H 1.87888 -0.70186 -0.22168
H -0.22265 0.57136 0.66114
H 0.46890 0.44181 2.25527
H -0.78737 -1.47566 2.41218
H -1.00843 -1.58196 0.67072
C 1.35400 -2.73071 -2.99582
C -0.03576 -2.42081 -2.49250
O -0.21734 -1.81448 -1.43928
N -1.07992 -2.84162 -3.23539
C -1.05557 -3.57031 -4.48993
H 2.06844 -2.33342 -2.28055
H 1.50707 -3.80606 -3.08821
H 1.53139 -2.27542 -3.97041
H -1.97961 -2.60792 -2.84372
H -1.54869 -3.00061 -5.27770
H -1.56129 -4.53070 -4.38933
H -0.03094 -3.75574 -4.79461
C -1.96016 4.00589 3.14337
C -1.61478 3.34889 1.82941
O -0.55542 2.74612 1.67456
N -2.50839 3.44988 0.82152
C -3.79531 4.12136 0.82777
H -1.14010 3.83325 3.83314
H -2.10013 5.07985 3.01902
H -2.87599 3.58924 3.56355
H -2.21543 3.00648 -0.03533
H -4.59950 3.41870 0.60860
H -3.81913 4.91818 0.08422
H -3.98198 4.55955 1.80234

HOMO-LUMO gap ... 0.34095 hartree
Energy above the lowest of the compared OMol25 structures with the same formula, charge and spin ... 0.00 kcal per mole
LUMO ... -2.8 eV
Total charge ... +1
Total energy ... -43997.149 eV

Taken from the natural (NBO) analysis, the atomic charges in e are:
1 O -0.81
2 S 2.52
3 O -0.82
4 F -0.44
5 N -0.78
6 C -0.23
7 C -0.47
8 C -0.52
9 I 0.09
10 H 0.47
11 H 0.46
12 H 0.24
13 H 0.26
14 H 0.28
15 H 0.23
16 H 0.23
17 H 0.26
18 C -0.72
19 C 0.69
20 O -0.70
21 N -0.59
22 C -0.41
23 H 0.23
24 H 0.24
25 H 0.24
26 H 0.40
27 H 0.21
28 H 0.21
29 H 0.21
30 C -0.72
31 C 0.69
32 O -0.69
33 N -0.60
34 C -0.41
35 H 0.24
36 H 0.24
37 H 0.23
38 H 0.40
39 H 0.21
40 H 0.21
41 H 0.22